{"formula": "C8H9NO5S", "method": "wB97M-V/def2-TZVPD", "species": ["C", "C", "C", "C", "C", "C", "C", "C", "N", "O", "O", "O", "O", "O", "S", "H", "H", "H", "H", "H", "H", "H", "H", "H"], "xyz": [[-0.284, -2.284, -2.588], [-1.434, -2.444, -1.908], [0.521, -1.188, -2.102], [0.963, 0.017, 1.067], [-0.636, 1.559, 0.009], [1.295, -1.872, 2.425], [-0.921, 3.818, 0.532], [0.401, 0.477, -0.293], [-0.171, -0.591, -1.050], [1.603, -0.773, -2.465], [1.446, 0.764, 1.870], [-1.810, 1.322, 0.119], [0.824, -1.293, 1.213], [-0.069, 2.737, 0.162], [-1.656, -1.283, -0.664], [0.043, -2.891, -3.411], [-2.200, -3.176, -2.073], [1.657, -2.867, 2.176], [0.471, -1.938, 3.137], [2.095, -1.263, 2.847], [-0.264, 4.623, 0.851], [-1.585, 3.515, 1.343], [-1.521, 4.129, -0.325], [1.233, 0.899, -0.874]], "forces_ev_per_angstrom": [[-0.29, -0.37, -0.09], [0.46, 0.33, 0.19], [0.00, 0.36, 0.31], [0.09, 0.17, -0.15], [0.15, -0.23, -0.12], [0.24, 0.01, 0.39], [-0.36, 0.19, 0.12], [0.07, 0.16, 0.31], [-0.26, 0.21, -0.17], [0.35, -0.04, -0.21], [0.01, 0.08, 0.06], [-0.07, 0.23, 0.11], [-0.04, -0.24, -0.23], [0.39, 0.10, -0.12], [-0.42, -0.47, -0.23], [0.03, -0.09, -0.14], [-0.16, -0.15, -0.06], [-0.05, 0.06, 0.01], [0.05, 0.01, -0.05], [-0.08, -0.12, -0.02], [-0.02, -0.06, -0.03], [0.08, 0.05, -0.06], [0.05, -0.02, 0.07], [-0.19, -0.16, 0.13]], "nbo_charge": [-0.3519, -0.3518, 0.6151, 0.7963, 0.8072, -0.2649, -0.2642, -0.2555, -0.5666, -0.6282, -0.5798, -0.5903, -0.4979, -0.4755, 0.6229, 0.2391, 0.2432, 0.1998, 0.1921, 0.2110, 0.2039, 0.2020, 0.1937, 0.3002], "e_lumo_ev": 0.59, "relative_energy_kcal_mol": 0.0, "smiles": "COC(=O)C(C(=O)OC)n1sccc1=O"}

=====

{"formula": "C18H17N3O4S", "method": "wB97M-V/def2-TZVPD", "species": ["C", "C", "H", "H", "O", "C", "O", "C", "C", "C", "S", "C", "N", "N", "C", "O", "C", "C", "O", "N", "C", "C", "C", "C", "C", "C", "C", "H", "H", "H", "H", "H", "C", "H", "H", "H", "H", "H", "H", "H", "H", "H", "H"], "xyz": [[-2.193, 1.961, 3.378], [-0.898, 1.789, 4.152], [-0.113, 2.457, 3.780], [-1.042, 1.992, 5.219], [-0.463, 0.438, 3.992], [0.792, 0.162, 4.342], [1.547, 0.958, 4.831], [1.130, -1.291, 4.045], [0.499, -1.709, 2.757], [-0.421, -2.693, 2.578], [-0.929, -2.781, 0.928], [0.156, -1.456, 0.613], [0.819, -1.019, 1.627], [0.267, -0.911, -0.638], [-0.513, -1.327, -1.682], [-1.274, -2.270, -1.567], [-0.325, -0.574, -2.924], [-0.539, -1.056, -4.199], [-0.195, -0.117, -5.082], [0.226, 0.994, -4.431], [0.158, 0.758, -3.147], [0.504, 1.790, -2.171], [1.629, 2.584, -2.374], [1.963, 3.559, -1.452], [1.175, 3.758, -0.330], [0.040, 2.987, -0.137], [-0.298, 2.007, -1.050], [-1.195, 1.420, -0.910], [-0.585, 3.154, 0.727], [1.440, 4.517, 0.389], [2.841, 4.168, -1.610], [2.230, 2.423, -3.255], [-1.032, -2.364, -4.678], [-1.298, -2.980, -3.824], [-1.906, -2.219, -5.310], [-0.266, -2.860, -5.273], [0.894, -0.123, -0.729], [-0.828, -3.358, 3.310], [0.760, -1.912, 4.862], [2.217, -1.375, 3.995], [-2.958, 1.301, 3.778], [-2.534, 2.990, 3.456], [-2.036, 1.712, 2.332]], "forces_ev_per_angstrom": [[0.35, -0.24, 0.20], [-0.02, 0.46, 0.05], [-0.12, -0.10, 0.10], [0.08, 0.00, -0.14], [-0.41, -0.10, -0.12], [0.36, -0.21, 0.11], [0.05, 0.08, 0.07], [-0.07, 0.19, -0.15], [-0.42, -0.73, 0.15], [0.22, 0.19, -0.18], [0.33, 0.22, 0.54], [-0.57, -0.72, 0.37], [0.41, 0.55, -0.35], [0.11, 0.06, -0.33], [0.29, 0.18, -0.03], [-0.11, -0.04, -0.20], [-0.16, 0.05, -1.02], [0.08, 0.14, 1.01], [-0.29, -0.90, -0.07], [0.37, 1.18, 0.46], [-0.26, -0.67, -0.57], [0.13, 0.40, 0.12], [-0.06, -0.11, 0.03], [0.04, 0.08, 0.02], [0.01, 0.03, 0.00], [-0.03, 0.01, 0.07], [0.00, 0.06, -0.16], [-0.06, -0.05, 0.03], [-0.06, 0.01, 0.08], [0.03, 0.06, 0.06], [0.08, 0.04, -0.01], [0.08, -0.02, -0.08], [0.05, 0.05, -0.17], [0.00, 0.01, -0.04], [-0.07, -0.02, -0.03], [0.03, -0.04, -0.04], [-0.07, -0.10, 0.00], [-0.09, -0.15, 0.23], [0.04, 0.03, 0.03], [-0.08, 0.03, 0.08], [-0.13, -0.03, 0.00], [-0.05, 0.10, 0.00], [-0.02, 0.00, -0.13]], "nbo_charge": [-0.6226, -0.0702, 0.1936, 0.1847, -0.5131, 0.8150, -0.5928, -0.5258, 0.1436, -0.4635, 0.4536, 0.2203, -0.4857, -0.6123, 0.6801, -0.6018, -0.3050, 0.4231, -0.2604, -0.1171, 0.1314, -0.0300, -0.1878, -0.2072, -0.1960, -0.1956, -0.2270, 0.2213, 0.2163, 0.2190, 0.2195, 0.2282, -0.6829, 0.2663, 0.2422, 0.2383, 0.4367, 0.2349, 0.2407, 0.2484, 0.2154, 0.2154, 0.2091], "e_lumo_ev": 0.53, "relative_energy_kcal_mol": 28.2, "smiles": "CCOC(=O)Cc1csc(NC(=O)c2c(-c3ccccc3)noc2C)n1"}

=====

Quick rundown of gap between HOMO and LUMO, same order as above: 9.0; 9.0 eV
Quick rundown of HOMO energy, same order as above: -8.395; -8.491 eV